[1]
A 2-piece molecular cluster, C4H4ClF3 overall at a distorted geometry, computed with the ωB97M-V functional and the def2-TZVPD basis.

The calculation puts the total energy at -914.4220 hartree. The calculation puts the frontier orbital gap (alpha / beta) at 8.7 / 8.5 eV. The LUMO energy (alpha / beta) comes out at -0.006 / 0.065 eV. The molar mass is 144.52 g/mol.

Geometry as ORCA input:
```
! wB97M-V def2-TZVPD RIJCOSX def2/J DEFGRID3
* xyz 0 1
Cl -2.96788 -0.18773 0.70707
F -1.39292 -1.53377 -0.80430
F -1.93380 0.37369 -1.64821
F -0.72520 2.20828 0.05608
C 0.44157 1.58637 0.29860
C 1.47173 -0.88164 0.15466
C 0.64775 0.32164 0.21678
C -1.79480 -0.28886 -0.48297
H 1.99199 -1.18303 -0.81829
H 0.92111 -1.79397 0.40489
H 1.13095 2.14466 0.99661
H 2.20949 -0.76564 0.91909
*
```

Table of Löwdin atomic charges, one value per atom, all in e:
1. Cl 0.779
2. F 0.003
3. F 0.037
4. F -0.004
5. C -0.217
6. C -0.104
7. C -0.034
8. C -0.848
9. H 0.114
10. H 0.073
11. H 0.134
12. H 0.066

[2]
One molecule with the formula C4H4ClFOS at a distorted geometry, computed with the ωB97M-V functional and the def2-TZVPD basis.

The calculation puts the total energy at -1188.2486 hartree. The calculation puts the frontier orbital gap at 8.7 eV. The structure (SMILES) is COC(=S)/C(Cl)=C/F. The LUMO energy comes out at -0.493 eV. The molar mass is 154.59 g/mol.

Geometry as ORCA input:
```
! wB97M-V def2-TZVPD RIJCOSX def2/J DEFGRID3
* xyz 0 1
Cl 1.72168 -1.27145 -0.11120
S -1.51190 -1.43144 0.12233
F 2.64260 1.50006 0.09909
O -1.40598 1.18066 -0.02092
C 0.75866 0.10138 -0.02240
C -0.71047 -0.02884 0.00776
C -2.83062 1.22403 -0.12740
C 1.31248 1.31982 0.05013
H -3.12259 2.12009 -0.67877
H 0.77985 2.20194 0.16063
H -3.32581 1.23428 0.88201
H -3.12545 0.31719 -0.60384
*
```

Table of Löwdin atomic charges, one value per atom, all in e:
1. Cl 0.752
2. S 0.778
3. F 0.035
4. O -0.179
5. C -0.706
6. C -0.801
7. C -0.098
8. C -0.117
9. H 0.094
10. H 0.111
11. H 0.110
12. H 0.020